1.
C4H11NS | ωB97M-V with the def2-TZVPD basis set

XYZ file:
```
17
C4H11NS, DFT ωB97M-V with the def2-TZVPD basis set
S 0.085 -0.036 2.678
N -0.128 0.344 -2.277
C 2.284 0.524 -2.418
C 1.123 0.034 -2.846
C -1.468 -0.104 3.616
C -0.434 -0.637 1.039
H -1.958 0.879 3.590
H -1.222 -0.306 4.655
H -1.479 -0.943 1.028
H -2.163 -0.811 3.171
H -0.382 0.225 0.388
H -0.940 0.058 -2.809
H -0.238 1.354 -2.218
H 2.361 1.369 -1.735
H 3.196 0.116 -2.840
H 1.159 -0.628 -3.701
H 0.203 -1.438 0.681
```

Properties
Gap between HOMO and LUMO ... 9.1597 eV
Molar mass ... 105.2 u
Total charge ... 0

Results of the Löwdin charge analysis, in e, for atoms 1 through 2:
1. S 0.715
2. N 0.017



2.
C4H11NS | ωB97M-V with the def2-TZVPD basis set

XYZ file:
```
17
C4H11NS, DFT ωB97M-V with the def2-TZVPD basis set
S -2.319 -0.389 0.071
N 1.713 -0.036 -0.356
C 2.549 -0.968 0.299
C 0.267 1.852 0.106
C 0.461 0.376 0.225
C -0.603 -0.471 -0.539
H 2.187 -1.480 1.272
H -0.263 -1.472 -0.750
H 2.259 0.504 -0.992
H 2.660 -1.742 -0.380
H 1.288 2.247 0.409
H -0.622 2.204 0.616
H 0.278 2.247 -0.890
H 3.545 -0.447 0.366
H -2.116 -0.421 1.436
H 0.525 0.046 1.277
H -0.678 0.049 -1.546
```

Properties
Gap between HOMO and LUMO ... 9.1815 eV
Molar mass ... 105.2 u
Total charge ... 0

Results of the Löwdin charge analysis, in e, for atoms 1 through 2:
1. S 0.655
2. N -0.144



The structure shown above that is least stable: 2.